No. 1
A structure of composition C3H2OS2, computed with ωB97M-V with the def2-TZVPD basis set.

Each line ends with the Mulliken charge.
Cartesian coordinates (Å):
1 C 0.47 0.36 0.11  -0.68
2 C 1.62 0.63 -0.12  0.67
3 C -1.44 0.02 0.11  0.32
4 O 2.88 0.94 -0.24  -0.52
5 S -2.45 1.24 0.13  -0.18
6 S -1.60 -1.67 0.05  -0.12
7 H 3.44 0.16 -0.10  0.35
8 H -2.93 -1.69 0.07  0.15

The LUMO energy is -0.5 eV. Its frontier orbital gap is 8.76 eV. Its net charge is 0. The total energy is -26856.514 eV.

=====

No. 2
A structure of composition C24H37ClF6N3NdO5, computed with ωB97M-V with the def2-TZVPD basis set.

Each line ends with the Mulliken charge.
Cartesian coordinates (Å):
1 O 0.57 -0.46 -1.70  -0.20
2 C -0.29 -0.30 -2.73  0.31
3 C -0.08 1.05 -3.43  -0.77
4 C 0.43 2.13 -2.71  0.65
5 H 0.61 2.00 -1.64  0.45
6 C 0.68 3.34 -3.36  -0.84
7 H 1.13 4.16 -2.80  0.44
8 C 0.36 3.49 -4.71  -0.59
9 H 0.53 4.44 -5.21  0.39
10 C -0.19 2.41 -5.42  -0.63
11 H -0.46 2.52 -6.47  0.37
12 C -0.38 1.19 -4.78  -0.54
13 H -0.80 0.33 -5.32  0.39
14 H -0.10 -1.08 -3.50  0.30
15 C -2.30 -1.96 -2.31  -1.56
16 C -1.81 -0.55 -2.28  0.17
17 H -3.28 -2.01 -2.83  0.48
18 H -2.45 -2.39 -1.30  0.19
19 H -1.59 -2.58 -2.87  0.33
20 C -2.62 0.50 -2.05  0.50
21 C -4.08 0.44 -1.75  -1.53
22 H -2.21 1.52 -2.11  0.40
23 H -4.68 0.88 -2.55  0.36
24 H -4.27 1.03 -0.85  0.26
25 H -4.46 -0.58 -1.56  0.39
26 Nd -0.26 -0.65 0.61  1.16
27 Cl -2.84 -1.04 1.18  -0.54
28 C -0.81 -0.44 3.77  0.18
29 O 0.02 -1.09 3.07  -0.71
30 N -1.13 -0.67 5.03  0.28
31 C -0.61 -1.80 5.79  -0.94
32 C -2.14 0.15 5.69  -0.93
33 H -1.36 0.40 3.31  0.30
34 H 0.03 -2.41 5.16  0.26
35 H -1.45 -2.40 6.17  0.30
36 H -0.05 -1.43 6.66  0.31
37 H -2.46 0.93 4.99  0.23
38 H -1.73 0.62 6.59  0.33
39 H -3.01 -0.45 5.97  0.37
40 H 5.00 1.20 -1.69  0.33
41 H 4.84 1.46 0.89  0.42
42 C 3.91 1.15 -1.63  -0.94
43 C 3.79 1.17 0.87  -0.58
44 N 3.50 0.49 -0.39  0.28
45 H 3.51 0.57 -2.47  0.32
46 C 2.87 -0.68 -0.40  -0.02
47 O 2.22 -1.15 0.56  -0.77
48 H 3.55 0.49 1.69  0.20
49 H 2.93 -1.21 -1.37  0.48
50 H 3.51 2.17 -1.67  0.27
51 H 3.18 2.07 0.95  -0.01
52 H 0.04 -6.39 0.87  0.32
53 H 2.20 -6.44 -0.79  0.33
54 C -0.40 -5.85 0.02  -0.96
55 C 1.62 -5.76 -1.43  -0.90
56 N 0.61 -5.05 -0.65  0.24
57 H -1.20 -5.20 0.38  0.27
58 C 0.68 -3.73 -0.48  0.91
59 O -0.17 -3.08 0.18  -0.71
60 H 2.29 -5.03 -1.89  0.27
61 H 1.53 -3.23 -0.97  -0.23
62 H -0.79 -6.59 -0.68  0.33
63 H 1.14 -6.36 -2.21  0.32
64 C 0.43 2.89 3.07  -1.81
65 C 0.06 2.78 1.61  0.97
66 O 0.32 1.57 1.01  0.01
67 C -1.47 3.12 1.43  0.47
68 F -1.86 4.22 2.14  -0.30
69 F -1.80 3.32 0.13  -0.22
70 F -2.24 2.09 1.87  -0.19
71 C 0.83 3.96 0.91  0.27
72 F 0.42 5.19 1.33  -0.28
73 F 2.17 3.90 1.18  -0.36
74 F 0.71 3.95 -0.44  -0.11
75 H 1.49 2.61 3.19  0.33
76 H -0.17 2.20 3.67  0.25
77 H 0.27 3.92 3.43  0.46

The LUMO energy (spin up / spin down) is 0.2 / 0.2 eV. Its frontier orbital gap (spin up / spin down) is 8.05 / 8.06 eV. The multiplicity is 4. Its net charge is 0. The expectation value of S² is 3.753. The total energy is -84306.193 eV.

=====

No. 3
A structure of composition C33H38N8O4PPt, computed with ωB97M-V with the def2-TZVPD basis set.

Each line ends with the Mulliken charge.
Cartesian coordinates (Å):
1 Pt -0.07 -0.03 0.11  0.90
2 N 1.13 -3.82 1.70  0.23
3 C 1.20 -2.61 1.21  -0.37
4 N 0.13 -1.96 0.77  0.06
5 C -1.14 -2.57 0.80  0.85
6 N -2.19 -1.94 0.38  -1.43
7 N -1.92 -0.69 -0.05  0.37
8 C -2.78 0.19 -0.40  -0.60
9 C -2.24 1.51 -0.75  1.06
10 C -3.01 2.54 -1.24  -0.75
11 C -2.41 3.76 -1.54  -0.60
12 C -1.05 3.90 -1.34  -0.76
13 C -0.31 2.84 -0.85  0.23
14 N -0.90 1.68 -0.56  0.08
15 C -1.23 -3.91 1.31  0.70
16 C -2.45 -4.60 1.38  -0.57
17 C -2.48 -5.87 1.90  -0.85
18 C -1.31 -6.47 2.37  -0.50
19 C -0.10 -5.81 2.32  -0.99
20 C -0.07 -4.53 1.79  0.20
21 H 1.98 -4.26 2.03  0.33
22 H 2.17 -2.12 1.18  0.51
23 H -3.84 -0.04 -0.41  0.58
24 H -4.08 2.38 -1.38  0.57
25 H -3.00 4.58 -1.93  0.47
26 H -0.55 4.84 -1.56  0.56
27 H 0.75 2.91 -0.66  0.37
28 H -3.35 -4.12 1.02  0.53
29 H -3.42 -6.41 1.95  0.48
30 H -1.35 -7.47 2.78  0.45
31 H 0.80 -6.28 2.68  0.46
32 C 4.09 2.69 2.99  -0.75
33 C 2.71 2.60 3.07  -0.75
34 C 2.02 1.90 2.10  1.43
35 C 2.72 1.29 1.06  -1.01
36 C 4.12 1.41 0.96  -0.46
37 C 4.80 2.10 1.93  -0.83
38 N 1.98 0.61 0.07  0.96
39 N 2.59 0.29 -0.98  -0.88
40 C 1.85 -0.35 -1.96  0.39
41 C 2.45 -0.71 -3.15  -0.50
42 C 1.67 -1.32 -4.12  -0.36
43 C 0.33 -1.55 -3.88  -0.97
44 C -0.21 -1.17 -2.67  0.18
45 N 0.54 -0.59 -1.73  0.10
46 H 4.64 3.23 3.75  0.50
47 H 2.17 3.06 3.87  0.60
48 H 0.94 1.84 2.14  -0.21
49 H 4.64 0.95 0.13  0.53
50 H 5.87 2.20 1.87  0.43
51 H 3.50 -0.50 -3.28  0.60
52 H 2.12 -1.62 -5.07  0.46
53 H -0.30 -2.02 -4.63  0.49
54 H -1.26 -1.33 -2.44  0.54
55 C -1.43 4.05 4.45  -1.52
56 C -1.50 3.94 2.94  1.29
57 C -2.93 4.03 2.43  -1.39
58 C -0.62 4.99 2.28  -1.34
59 O -0.90 2.66 2.49  0.17
60 P -1.25 1.23 3.06  -0.61
61 O -2.63 0.95 3.45  -0.88
62 O -0.79 0.33 1.87  0.38
63 O -0.16 1.05 4.20  0.45
64 C -0.20 0.02 5.26  1.67
65 C 1.15 0.12 5.93  -1.68
66 C -1.32 0.32 6.24  -1.65
67 C -0.38 -1.35 4.62  -1.46
68 H -1.78 5.04 4.75  0.58
69 H -0.41 3.92 4.80  0.24
70 H -2.07 3.31 4.93  0.34
71 H -3.41 4.91 2.85  0.48
72 H -3.50 3.16 2.73  0.32
73 H -2.95 4.11 1.34  0.21
74 H -0.97 5.99 2.55  0.50
75 H -0.66 4.90 1.19  0.14
76 H 0.41 4.89 2.60  0.28
77 H 1.31 1.13 6.31  0.37
78 H 1.95 -0.13 5.24  0.33
79 H 1.19 -0.57 6.78  0.42
80 H -1.11 1.24 6.79  0.38
81 H -1.41 -0.50 6.95  0.48
82 H -2.27 0.45 5.72  0.34
83 H 0.40 -1.51 3.87  0.12
84 H -1.36 -1.42 4.13  0.32
85 H -0.31 -2.12 5.38  0.66

The LUMO energy is -10.3 eV. Its frontier orbital gap is 6.59 eV. Its net charge is +3. The total energy is -67462.252 eV.

=====

What is the formula in the second record? C24H37ClF6N3NdO5

=====

total energy of number 3 (C33H38N8O4PPt)? -67462.252 eV